w:
The following is a quantum chemistry calculation of the molecule C5H7NO, from the Open Molecules 2025 dataset.

```
14
C5H7NO | the Open Molecules 2025 dataset | wB97M-V/def2-TZVPD
O 0.42 1.61 1.75
N -0.70 0.66 -0.72
C -0.44 -0.63 -1.20
C 1.11 1.56 0.71
C -0.07 -1.47 -0.02
C -1.02 -0.37 0.48
C 0.65 1.11 -0.53
H -1.10 -1.04 -1.97
H -0.71 0.21 1.37
H 2.18 1.84 0.75
H 1.28 1.09 -1.41
H -2.08 -0.63 0.46
H -0.47 -2.48 -0.07
H 0.94 -1.45 0.39
```

x:
14
Properties=species:S:1:pos:R:3 method="wB97M-V/def2-TZVPD" smiles="O=C1CN2CC[C@@H]12"
O -1.17 1.88 -1.38
N 0.24 0.06 1.05
C 0.75 0.66 -0.23
C -1.08 0.71 0.87
C 0.30 -1.29 0.42
C 0.87 -0.70 -0.87
C -0.66 1.23 -0.51
H 1.87 -0.99 -1.18
H 0.95 -1.97 0.97
H -1.95 0.06 0.93
H -0.68 -1.77 0.29
H -1.20 1.54 1.57
H 0.18 -0.79 -1.74
H 1.59 1.37 -0.20

y:
14
Properties=species:S:1:pos:R:3 method="wB97M-V/def2-TZVPD" smiles="O=C1CC2(CC2)N1"
O 3.05 -1.55 1.25
N 1.77 0.16 0.23
C 0.21 -0.05 0.24
C -0.41 0.26 -1.06
C 0.58 -1.40 0.90
C 2.05 -0.97 0.88
C -0.79 0.97 0.16
H 0.20 -2.28 0.33
H -1.68 0.76 0.56
H 0.22 -1.36 1.99
H -0.96 -0.61 -1.31
H 2.44 1.01 0.19
H 0.20 0.76 -1.87
H -0.45 1.98 0.22

Which structure loses on stability? w does.

w:
14
Properties=species:S:1:pos:R:3 method="wB97M-V/def2-TZVPD" smiles="C=C=C/C(O)=N/C"
O -1.82 -0.97 0.62
N 0.08 0.33 0.83
C -0.72 -0.34 0.12
C 0.65 0.02 -1.81
C 1.75 0.63 -2.13
C -0.12 0.40 2.26
C -0.44 -0.53 -1.33
H -0.39 -0.57 2.69
H -0.90 1.12 2.52
H -2.25 -1.48 -0.07
H 2.72 0.19 -1.90
H 1.72 1.61 -2.58
H -1.09 -1.16 -1.94
H 0.82 0.74 2.72

x:
14
Properties=species:S:1:pos:R:3 method="wB97M-V/def2-TZVPD" smiles="C#CCCNC=O"
O 1.33 0.41 2.01
N -0.65 0.63 0.90
C -0.53 -2.20 -0.84
C 0.15 0.17 1.91
C -0.01 -1.14 -1.10
C -0.05 1.21 -0.29
C 0.60 0.18 -1.25
H 0.49 0.51 -2.30
H -1.50 0.10 0.76
H -0.96 -3.15 -0.64
H -0.86 1.77 -0.79
H -0.41 -0.47 2.62
H 1.68 0.07 -1.04
H 0.72 1.91 0.04

y:
14
Properties=species:S:1:pos:R:3 method="wB97M-V/def2-TZVPD" smiles=N#CCC1(O)CC1
O -0.30 1.69 -0.91
N 1.52 -1.39 1.40
C -1.36 -0.40 -0.14
C 1.15 -0.27 -0.84
C -0.62 0.12 1.08
C 1.63 -1.04 0.31
C -0.13 0.43 -0.33
H -1.09 0.95 1.59
H -1.27 -1.46 -0.40
H -2.31 0.04 -0.41
H 0.96 -0.93 -1.69
H -0.02 -0.59 1.78
H -0.05 2.38 -0.28
H 1.89 0.47 -1.15

Which structure loses on stability? w does.

w:
The following is a quantum chemistry calculation of the molecule C4H4O, from the Open Molecules 2025 dataset.

```
9
C4H4O | the Open Molecules 2025 dataset | wB97M-V/def2-TZVPD
O -1.68 0.17 -1.03
C 0.87 -0.61 1.42
C 0.50 0.29 0.04
C -0.38 -0.07 -1.02
C 1.04 -1.26 2.39
H -0.07 -0.74 -1.81
H 0.15 1.18 0.57
H 1.53 0.37 -0.30
H -1.96 0.67 -0.25
```

x:
The following is a quantum chemistry calculation of a structure of composition C4H4O, from the Open Molecules 2025 dataset.

```
9
C4H4O | the Open Molecules 2025 dataset | wB97M-V/def2-TZVPD
O -0.24 -1.19 -0.93
C 0.47 0.77 0.08
C -0.83 0.85 -0.19
C -1.30 -0.57 -0.35
C 0.64 -0.73 0.15
H 1.22 1.53 0.29
H -1.53 1.68 -0.24
H 1.56 -1.29 0.19
H 0.00 -1.05 1.00
```

Which structure loses on stability? w does.

w:
The following is a quantum chemistry calculation of a cluster of 2 separate species, C4H4O in total, from the Open Molecules 2025 dataset.

```
9
C4H4O | the Open Molecules 2025 dataset | wB97M-V/def2-TZVPD
O 3.15 0.20 -0.04
C -1.46 -0.43 -0.45
C 2.18 -0.40 0.29
C -1.40 0.40 0.60
C -0.45 0.66 -0.44
H -0.19 1.41 -1.16
H -1.88 -1.17 -1.13
H 1.82 -1.37 0.80
H -1.77 0.70 1.52
```

x:
9
Properties=species:S:1:pos:R:3 method="wB97M-V/def2-TZVPD" smiles="CC#CC=O"
O 3.01 0.56 -0.24
C 0.83 -0.38 -0.46
C -0.36 -0.34 -0.24
C 2.14 -0.19 0.12
C -1.70 0.16 -0.08
H -1.58 1.24 -0.16
H 2.14 -0.79 1.05
H -2.13 -0.08 0.90
H -2.35 -0.19 -0.88

Which structure loses on stability? w does.

w:
The following is a quantum chemistry calculation of a cluster of 3 separate species, C5H14O3 in total, from the Open Molecules 2025 dataset.

```
22
C5H14O3 | the Open Molecules 2025 dataset | wB97M-V/def2-TZVPD
O -2.05 0.53 0.74
O 1.81 0.53 -1.40
O 0.25 0.96 0.27
C -1.24 1.23 -1.17
C 2.41 0.26 0.95
C -2.60 -0.78 0.75
C 0.88 -1.33 -0.29
C 1.30 0.13 -0.11
H 1.74 -1.94 -0.59
H 0.12 -1.40 -1.07
H -1.33 2.26 -0.86
H -2.00 -1.49 0.18
H -3.60 -0.74 0.32
H 2.69 1.31 1.04
H -1.02 0.54 0.86
H 2.06 1.46 -1.31
H 2.06 -0.09 1.92
H 3.29 -0.32 0.65
H -0.42 0.98 -1.82
H -2.68 -1.14 1.78
H -2.15 0.74 -1.47
H 0.48 -1.72 0.64
```

x:
22
Properties=species:S:1:pos:R:3 method="wB97M-V/def2-TZVPD" smiles="C=CC(=C)C.O.O.O"
O 1.94 3.76 -1.90
O -6.11 -2.03 1.24
O 5.53 -1.49 2.99
C 0.09 -1.42 0.19
C -1.58 0.23 -1.89
C 1.14 0.85 0.17
C -1.09 0.67 -0.75
C 0.16 0.03 -0.18
H 5.59 -0.72 3.56
H -1.38 1.54 -0.19
H -0.89 -1.74 0.53
H 5.29 -2.21 3.58
H -6.52 -1.31 0.75
H 1.31 4.48 -1.97
H 1.78 3.12 -2.60
H -1.21 -0.58 -2.50
H -2.45 0.70 -2.35
H 0.28 -2.06 -0.67
H 1.08 1.93 0.03
H -5.92 -2.68 0.55
H 0.81 -1.73 0.95
H 2.16 0.63 0.46

Which structure loses on stability? w does.

w:
The following is a quantum chemistry calculation of a cluster of 2 separate species, C4H7NO in total, from the Open Molecules 2025 dataset.

```
13
C4H7NO | the Open Molecules 2025 dataset | wB97M-V/def2-TZVPD
O 1.69 2.62 0.30
N -0.24 0.20 -1.32
C -1.34 -2.15 -0.58
C -0.19 -1.23 -0.58
C 1.23 2.08 1.45
C -0.24 0.10 -0.07
H -1.75 -2.13 -1.62
H 1.87 1.44 1.83
H 0.77 -1.61 -0.71
H -2.19 -1.79 0.01
H 0.31 2.36 1.80
H 1.17 3.29 -0.14
H -1.08 -3.18 -0.37
```

x:
13
Properties=species:S:1:pos:R:3 method="wB97M-V/def2-TZVPD" smiles="C[C@H]1CN1C=O"
O -0.09 1.94 1.58
N 0.58 0.70 -0.25
C 0.99 -0.63 0.26
C 0.80 1.62 0.68
C -1.22 -0.88 -1.04
C -0.47 -0.20 0.10
H 1.20 -0.62 1.39
H -1.81 0.18 -1.60
H -0.44 -1.22 -1.88
H 1.60 -1.31 -0.34
H 1.81 2.05 0.52
H -0.99 0.03 1.11
H -1.96 -1.68 -0.52

y:
13
Properties=species:S:1:pos:R:3 method="wB97M-V/def2-TZVPD" smiles="C/C(N)=C/C=O"
O -1.29 -1.62 1.92
N 0.80 -1.20 -0.35
C 0.86 0.97 -1.12
C -1.26 0.11 0.19
C -1.48 -0.48 1.65
C -0.04 -0.22 -0.44
H -1.94 0.41 2.35
H 1.90 1.33 -0.56
H 0.66 -2.07 0.36
H 1.32 0.67 -2.18
H -1.79 0.94 -0.12
H 0.31 1.97 -1.17
H 1.95 -0.80 -0.52

Which structure loses on stability? w does.

w:
13
Properties=species:S:1:pos:R:3 method="wB97M-V/def2-TZVPD" smiles=COCCC#N
O -0.89 0.15 0.66
N 0.71 1.00 -1.84
C 0.29 -0.45 1.15
C 1.27 -0.77 -0.01
C -1.14 1.54 0.37
C 0.99 0.18 -1.07
H 2.32 -0.68 0.28
H -0.05 -1.39 1.59
H 0.81 0.10 1.95
H -0.28 2.22 0.28
H 1.14 -1.79 -0.40
H -1.82 1.92 1.14
H -1.65 1.57 -0.59

x:
The following is a quantum chemistry calculation of the molecule C4H7NO, from the Open Molecules 2025 dataset.

```
13
C4H7NO | the Open Molecules 2025 dataset | wB97M-V/def2-TZVPD
O -0.62 -0.47 0.25
N -1.43 -0.36 2.29
C 1.05 1.00 -0.72
C 0.78 -1.42 -1.10
C 0.04 -0.03 -0.92
C -1.11 0.27 1.24
H -0.62 0.18 -1.77
H -1.88 0.26 2.95
H 1.43 1.29 0.25
H 1.27 1.70 -1.54
H 1.60 -1.69 -1.74
H -1.20 1.34 1.01
H 0.69 -2.08 -0.22
```

y:
13
Properties=species:S:1:pos:R:3 method="wB97M-V/def2-TZVPD" smiles="C[C@H]1CN1C=O"
O -2.48 -0.69 -0.07
N -0.18 -0.80 -0.43
C 0.12 0.48 -1.10
C 1.29 0.40 1.21
C -1.52 -1.21 -0.59
C 0.04 0.40 0.37
H -0.87 0.81 0.82
H 1.16 -0.22 2.10
H 2.13 0.00 0.63
H 1.09 0.53 -1.59
H -0.69 0.97 -1.64
H 1.54 1.42 1.53
H -1.62 -2.10 -1.23

Which structure loses on stability? x does.

w:
13
Properties=species:S:1:pos:R:3 method="wB97M-V/def2-TZVPD" smiles="CN1CCC1=O"
O -0.67 -1.30 -1.73
N 0.86 0.03 -0.41
C 1.00 -1.11 0.49
C 0.18 1.18 0.26
C -0.41 -0.40 -0.99
C -1.17 0.71 -0.30
H 0.51 2.15 -0.13
H 1.31 -0.82 1.49
H 1.63 -1.86 0.03
H -1.93 0.42 0.44
H -0.02 -1.54 0.58
H -1.60 1.34 -1.07
H 0.30 1.19 1.35

x:
13
Properties=species:S:1:pos:R:3 method="wB97M-V/def2-TZVPD" smiles="C[C@H]1CC(=O)N1"
O 2.27 0.16 1.28
N 0.91 -0.85 -0.38
C -1.38 -0.47 0.38
C -0.31 -0.05 -0.64
C 0.56 1.19 -0.30
C 1.47 0.17 0.38
H 1.06 1.54 -1.20
H -1.87 0.37 0.87
H -0.67 -0.11 -1.67
H 0.15 2.02 0.27
H 0.89 -1.82 -0.07
H -2.16 -1.06 -0.09
H -0.92 -1.08 1.17

Which structure loses on stability? w does.

w:
The following is a quantum chemistry calculation of a cluster of 3 separate species, C4H7NO in total, from the Open Molecules 2025 dataset.

```
13
C4H7NO | the Open Molecules 2025 dataset | wB97M-V/def2-TZVPD
O 2.29 1.48 -1.47
N -0.19 0.20 0.69
C -1.50 0.05 0.08
C 1.21 1.22 -0.99
C 1.03 0.31 0.14
C -0.90 -0.86 1.08
H 1.89 0.04 0.76
H 0.72 -1.48 -0.36
H -2.24 0.82 0.33
H 0.05 -1.81 0.08
H 0.27 1.63 -1.42
H -1.51 -0.29 -0.96
H -1.12 -1.30 2.04
```

x:
The following is a quantum chemistry calculation of a cluster of 2 separate species, C4H7NO in total, from the Open Molecules 2025 dataset.

```
13
C4H7NO | the Open Molecules 2025 dataset | wB97M-V/def2-TZVPD
O 1.97 0.21 0.21
N -1.30 -2.19 -0.13
C -1.74 -1.15 0.30
C 0.84 -0.50 0.02
C -0.27 0.21 -0.39
C -0.40 1.63 0.07
H -0.84 -0.07 -1.26
H -0.41 -2.31 -0.62
H -0.21 1.68 1.15
H 2.59 -0.27 0.77
H 0.86 -1.50 0.43
H 0.31 2.28 -0.45
H -1.42 1.98 -0.10
```

Which structure loses on stability? w does.

w:
13
Properties=species:S:1:pos:R:3 method="wB97M-V/def2-TZVPD" smiles="C[C@H]1COC=N1"
O 1.60 0.79 0.47
N 0.82 -1.01 -0.68
C -0.32 -0.07 -0.58
C -1.38 -0.69 0.31
C 0.29 1.20 0.05
C 1.76 -0.46 -0.05
H -0.97 -0.80 1.32
H -0.72 0.12 -1.59
H -0.26 1.54 0.93
H -2.28 -0.06 0.37
H 2.73 -0.91 0.15
H -1.66 -1.68 -0.05
H 0.40 2.04 -0.65

x:
13
Properties=species:S:1:pos:R:3 method="wB97M-V/def2-TZVPD" smiles=O[C@H]1C[C@H]2N[C@@H]12
O -1.84 0.37 -0.75
N -0.38 -0.57 1.34
C 1.02 0.00 0.56
C -0.50 0.04 -0.92
C 0.53 1.09 -0.42
C 0.10 -1.01 0.06
H -0.21 -1.34 2.01
H 1.93 0.06 1.15
H 0.31 -2.06 -0.09
H -1.99 0.29 0.21
H 0.12 1.99 0.05
H 1.21 1.40 -1.24
H -0.31 -0.26 -1.94

Which structure loses on stability? x does.

w:
13
Properties=species:S:1:pos:R:3 method="wB97M-V/def2-TZVPD" smiles="C=NC/C=C/O"
O 2.26 -1.00 -1.37
N -1.49 0.36 -0.13
C -0.35 0.96 0.55
C 1.12 -0.57 -0.77
C 0.95 0.57 -0.11
C -2.06 -0.61 0.46
H -0.33 0.69 1.62
H 1.78 1.27 -0.01
H -1.75 -0.99 1.44
H 2.95 -0.34 -1.23
H -2.91 -1.10 -0.03
H -0.48 2.05 0.49
H 0.32 -1.29 -0.91

x:
13
Properties=species:S:1:pos:R:3 method="wB97M-V/def2-TZVPD" smiles="[H]/N=C/[C@@H]1C[C@H]1O"
O 2.34 -1.10 -0.04
N -2.55 -0.75 0.32
C 0.73 0.87 0.14
C -0.05 -0.35 0.52
C -1.66 -0.18 -0.34
C 1.13 -0.49 -0.42
H 0.94 -0.80 -1.38
H 2.50 -0.85 0.84
H -0.29 -0.68 1.47
H 1.43 1.31 0.79
H -1.81 0.30 -1.29
H 0.19 1.42 -0.55
H -3.43 -0.61 -0.34

Which structure loses on stability? x does.